i) Entry from OMol25: 4 unconnected molecules or ions with the total composition CH8NO5 (the ωB97M-V functional and the def2-TZVPD basis).

Geometry as XYZ:
```
15
Properties=species:S:1:pos:R:3:mulliken_charge:R:1
N -1.389 -0.178 0.089 -0.407
C -0.019 0.034 0.085 0.835
O 0.618 0.094 1.189 -0.953
O 0.488 0.269 -1.044 -0.803
H -1.815 -0.558 0.918 0.190
H -1.790 -0.368 -0.811 0.126
H 2.592 -0.201 -0.781 0.322
H 2.485 0.183 0.629 0.380
O 3.166 -0.113 -0.004 -0.700
H -0.638 0.375 2.256 0.468
H -0.834 0.925 3.732 0.259
O -1.249 0.393 3.054 -0.694
H -1.040 -0.461 -4.095 0.291
H -1.054 -0.111 -2.680 0.336
O -1.648 -0.514 -3.346 -0.651
```

Results
- total charge = -1
- spin multiplicity = 1
- E_LUMO (eV) = 3.7

ii) Entry from OMol25: 4 unconnected molecules or ions with the total composition CH8NO5 (the ωB97M-V functional and the def2-TZVPD basis).

Geometry as XYZ:
```
15
Properties=species:S:1:pos:R:3:mulliken_charge:R:1
N 1.244 0.487 -0.378 -0.374
C -0.096 0.292 0.097 0.614
O -0.379 0.819 1.183 -0.761
O -0.781 -0.379 -0.728 -0.905
H 2.054 0.725 0.168 0.203
H 1.427 0.040 -1.260 0.182
H -2.045 -1.374 -0.082 0.452
H -2.699 -1.907 1.190 0.283
O -2.858 -1.838 0.243 -0.682
H 0.683 -0.203 2.683 0.385
H 1.618 -0.771 1.689 0.301
O 1.487 -0.751 2.649 -0.663
H -0.223 0.922 -2.481 0.333
H 0.348 2.248 -2.097 0.327
O 0.221 1.692 -2.876 -0.694
```

Results
- total charge = -1
- spin multiplicity = 1
- E_LUMO (eV) = 3.9

Stability ranking, top entry: i); the second entry is 0.136 eV less favorable.

i) Entry from OMol25: a molecular structure, C16H19N3O2 (the ωB97M-V functional and the def2-TZVPD basis).

Geometry as XYZ:
```
40
Properties=species:S:1:pos:R:3:mulliken_charge:R:1
C 5.886 -1.622 -0.197 -0.826
O 5.057 -0.697 -0.932 -0.452
C 3.798 -0.470 -0.478 0.967
C 2.998 0.446 -1.203 -0.826
C 1.730 0.749 -0.779 -0.337
C 1.172 0.174 0.401 0.686
C -0.159 0.526 0.856 0.183
C -0.438 0.633 2.182 1.118
C -1.741 0.900 2.691 -0.001
N -2.818 1.144 3.079 -0.600
C 0.609 0.713 3.163 -0.631
N 1.464 0.821 3.957 -0.616
C 1.982 -0.765 1.095 -0.669
C 3.264 -1.070 0.684 -0.559
H 6.815 -1.665 -0.765 0.242
H 6.079 -1.258 0.822 0.343
H 5.421 -2.616 -0.148 0.340
H 3.431 0.903 -2.093 0.406
H 1.140 1.487 -1.333 0.338
H -0.983 0.861 0.030 -0.312
H 1.583 -1.268 1.972 0.509
H 3.875 -1.759 1.269 0.356
C -1.458 1.037 -2.075 -1.440
N -1.860 0.580 -0.725 0.528
C -1.984 -0.937 -0.693 -0.453
C -3.416 -1.403 -0.515 -0.718
O -4.031 -0.644 0.523 -0.393
C -4.301 0.682 0.097 -0.634
C -3.034 1.442 -0.253 -0.521
H -2.361 1.132 -2.693 0.378
H -0.967 2.013 -1.998 0.448
H -0.776 0.311 -2.533 0.407
H -1.570 -1.325 -1.634 0.397
H -1.355 -1.290 0.136 0.260
H -3.951 -1.308 -1.483 0.334
H -3.417 -2.446 -0.155 0.356
H -4.964 0.677 -0.790 0.363
H -4.790 1.159 0.958 0.365
H -2.681 2.007 0.617 0.296
H -3.250 2.148 -1.060 0.367
```

Results
- spin multiplicity = 1
- E_LUMO (eV) = -0.1

ii) Entry from OMol25: a single C16H19N3O2 molecule (the ωB97M-V functional and the def2-TZVPD basis).

Geometry as XYZ:
```
40
Properties=species:S:1:pos:R:3:mulliken_charge:R:1
C 0.539 -4.516 4.377 -1.282
C -0.225 -3.229 4.660 -0.309
C -1.416 -3.061 3.719 -0.499
C -2.145 -1.738 3.964 -0.819
O -1.327 -0.609 3.737 -0.473
C -1.028 -0.234 2.462 0.642
C -0.105 0.808 2.347 -0.646
C 0.262 1.290 1.111 -0.592
C -0.283 0.743 -0.051 0.515
N 0.123 1.267 -1.279 -0.040
C -0.252 0.917 -2.532 0.220
O -1.043 0.043 -2.835 -0.716
C 0.436 1.753 -3.564 0.482
C 0.194 1.564 -4.923 -0.271
N 0.794 2.297 -5.844 -0.540
C 1.647 3.231 -5.439 0.656
C 2.321 4.055 -6.484 -1.135
C 1.889 3.418 -4.074 -0.458
N 1.293 2.691 -3.151 -0.433
C -1.204 -0.292 0.059 -0.863
C -1.572 -0.776 1.302 -0.263
H -0.110 -5.380 4.498 0.317
H 1.379 -4.619 5.061 0.375
H 0.924 -4.517 3.360 0.323
H 0.442 -2.373 4.541 0.265
H -0.579 -3.233 5.693 0.277
H -1.063 -3.097 2.686 0.339
H -2.125 -3.878 3.865 0.450
H -3.061 -1.681 3.363 0.364
H -2.422 -1.661 5.020 0.421
H 0.310 1.226 3.251 0.422
H 0.977 2.097 1.039 0.350
H 0.798 2.025 -1.246 0.262
H -0.498 0.806 -5.262 0.473
H 3.402 3.939 -6.416 0.303
H 1.985 3.740 -7.467 0.320
H 2.087 5.109 -6.342 0.303
H 2.579 4.173 -3.718 0.429
H -1.631 -0.719 -0.832 0.496
H -2.292 -1.578 1.344 0.335
```

Results
- SMILES = CCCCOc1ccc(NC(=O)c2cnc(C)cn2)cc1
- spin multiplicity = 1
- E_LUMO (eV) = 0.1

Stability ranking, top entry: ii); the second entry is 5.388 eV less favorable.

i) Entry from OMol25: 6 unconnected molecules or ions with the total composition CH14O5 (the ωB97M-V functional and the def2-TZVPD basis).

Geometry as XYZ:
```
20
Properties=species:S:1:pos:R:3:mulliken_charge:R:1
C -1.292 -0.086 -2.968 -1.174
H -1.257 0.071 -1.962 0.273
H -1.696 0.844 -3.376 0.321
H -1.671 -1.063 -3.254 0.274
H -0.344 -0.085 -3.391 0.308
O 0.672 -0.596 0.050 -0.757
H 0.454 0.290 0.351 0.402
H 1.436 -0.467 -0.497 0.334
O 0.423 2.383 3.202 -0.713
H -0.169 2.656 3.940 0.330
H 0.423 1.330 3.146 0.380
O -0.264 -3.422 -1.012 -0.608
H 0.381 -2.840 -0.628 0.302
H -0.192 -3.209 -1.946 0.302
O 1.297 -0.480 2.606 -0.656
H 0.844 -1.209 3.026 0.319
H 1.315 -0.835 1.689 0.375
O -0.290 1.930 0.262 -0.693
H -0.203 2.311 1.167 0.359
H 0.131 2.475 -0.404 0.321
```

Results
- SMILES = C.O.O.O.O.O
- spin multiplicity = 1
- E_LUMO (eV) = 0.5

ii) Entry from OMol25: 6 unconnected molecules or ions with the total composition CH14O5 (the ωB97M-V functional and the def2-TZVPD basis).

Geometry as XYZ:
```
20
Properties=species:S:1:pos:R:3:mulliken_charge:R:1
C -2.024 -2.018 -1.472 -0.898
H -1.441 -1.896 -2.416 0.206
H -2.824 -1.302 -1.470 0.244
H -2.420 -2.989 -1.432 0.306
H -1.308 -1.838 -0.618 0.146
O 0.328 1.867 -0.927 -0.668
H 0.384 1.234 -1.597 0.283
H 1.120 2.418 -0.837 0.306
O 2.742 -0.925 3.172 -0.647
H 3.196 -0.094 3.129 0.305
H 1.803 -0.680 3.011 0.338
O -2.276 2.427 -0.080 -0.626
H -1.432 2.224 -0.463 0.391
H -2.623 3.226 -0.431 0.293
O 0.141 0.782 2.039 -0.607
H -0.826 0.690 1.983 0.303
H 0.567 1.022 1.262 0.323
O 2.486 -0.983 -0.869 -0.624
H 2.221 -1.445 -1.697 0.312
H 2.188 -1.722 -0.288 0.314
```

Results
- SMILES = C.O.O.O.O.O
- spin multiplicity = 1
- E_LUMO (eV) = 0.2

Stability ranking, top entry: i); the second entry is 0.106 eV less favorable.

i) Entry from OMol25: 13 unconnected molecules or ions with the total composition C4H32NO14 (the ωB97M-V functional and the def2-TZVPD basis).

Geometry as XYZ:
```
51
Properties=species:S:1:pos:R:3:mulliken_charge:R:1
C 2.702 -2.466 0.477 -1.668
C 1.500 -1.913 -0.270 0.862
C 1.855 -0.997 -1.460 -1.195
C 0.666 -0.068 -1.793 0.329
O -0.487 -0.494 -1.892 -0.460
O 0.925 1.198 -1.868 -0.934
N 0.631 -1.312 0.784 -0.223
H 2.869 -1.996 1.443 0.309
H 3.674 -2.516 -0.004 0.415
H 2.549 -3.543 0.643 0.361
H 0.827 -2.672 -0.650 0.255
H 2.684 -0.256 -1.390 0.509
H 2.355 -1.468 -2.305 0.557
H 0.764 -0.305 0.824 0.036
H -0.350 -1.406 0.547 0.077
H 1.966 0.906 -0.102 0.082
H 2.847 2.143 0.334 0.319
O 2.440 1.326 0.631 -0.612
H 0.785 4.155 1.184 0.316
H 2.225 4.453 1.246 0.307
O 1.494 4.219 1.844 -0.623
H -1.299 -1.438 -4.374 0.284
H -1.254 -1.650 -2.780 0.478
O -1.529 -2.016 -3.649 -0.681
H -2.589 -1.125 -1.718 0.204
H -3.910 -1.903 -1.433 0.350
O -3.270 -1.272 -1.047 -0.703
H -4.460 -0.165 0.166 0.344
H -3.550 1.128 0.474 0.301
O -4.395 0.689 0.631 -0.637
H 3.054 2.982 -1.596 0.329
H 2.078 3.876 -0.866 0.378
O 3.033 3.764 -1.008 -0.754
H -1.918 2.037 -2.660 0.282
H -0.299 1.970 -2.547 0.465
O -1.084 2.316 -3.069 -0.758
H 0.589 2.683 -0.654 0.428
H -0.360 3.580 -1.619 0.355
O 0.387 3.577 -1.002 -0.747
H -1.235 -2.683 3.623 0.340
H 0.249 -2.729 3.176 0.311
O -0.410 -3.200 3.699 -0.675
H -2.861 -2.386 0.277 0.496
H -1.439 -3.035 0.334 0.259
O -2.312 -3.027 0.778 -0.653
H 1.339 2.605 3.731 0.304
H 1.877 1.608 2.742 0.360
O 1.571 1.672 3.653 -0.669
H -3.603 -2.364 2.519 0.310
H -3.513 -0.813 2.849 0.323
O -3.805 -1.672 3.149 -0.644
```

Results
- total charge = -1
- spin multiplicity = 1
- E_LUMO (eV) = 2.4

ii) Entry from OMol25: 13 unconnected molecules or ions with the total composition C4H32NO14 (the ωB97M-V functional and the def2-TZVPD basis).

Geometry as XYZ:
```
51
Properties=species:S:1:pos:R:3:mulliken_charge:R:1
C -0.851 -1.824 -0.669 -1.106
O -2.156 -2.076 -0.135 -0.740
C -0.310 -0.496 -0.193 2.130
C 0.289 0.357 -1.343 -0.022
C 0.557 1.735 -0.822 0.079
N -0.094 2.773 -1.383 -0.271
O 1.316 1.916 0.126 -0.890
H -0.192 -2.606 -0.269 0.239
H -0.936 -1.945 -1.741 0.512
H -1.042 0.180 0.243 -0.094
H 0.416 -0.566 0.618 -0.988
H 1.081 -0.091 -1.935 0.431
H -0.590 0.446 -1.983 -0.065
H -0.077 3.614 -0.833 0.288
H -0.921 2.620 -1.933 0.221
H 2.001 -1.303 1.760 0.521
H 2.335 -1.657 0.348 0.161
O 2.167 -2.103 1.176 -0.645
H -3.039 -1.841 2.680 0.104
H -2.145 -1.804 0.856 0.444
O -2.313 -1.306 2.318 -1.159
H -0.368 1.480 2.815 0.341
H 0.287 2.325 1.641 0.331
O -0.457 2.281 2.274 -0.690
H 0.000 -1.617 4.290 0.357
H -1.244 -1.083 3.579 0.397
O -0.422 -0.777 4.072 -0.815
H -2.982 -0.608 -1.353 0.347
H -3.457 0.803 -1.084 0.335
O -3.312 0.185 -1.814 -0.761
H -1.044 -2.642 2.496 0.520
H 0.204 -3.475 2.030 0.301
O -0.415 -3.359 2.765 -0.709
H 0.803 -0.148 3.151 0.442
H 1.625 0.737 2.052 0.275
O 1.695 0.032 2.721 -0.812
H 3.481 -1.628 -1.501 0.270
H 4.335 -0.250 -1.574 0.351
O 3.744 -0.861 -2.038 -0.610
H 1.347 1.753 -3.422 0.319
H 2.595 0.989 -3.637 0.325
O 2.295 1.834 -3.297 -0.685
H -2.411 0.787 -3.166 0.375
H -1.524 0.291 -4.230 0.294
O -1.662 1.137 -3.760 -0.663
H -2.937 0.025 1.507 0.360
H -3.464 1.503 1.589 0.273
O -3.310 0.772 0.971 -0.636
H 3.632 1.572 -0.596 0.334
H 3.356 2.039 -1.978 0.440
O 4.112 1.880 -1.390 -0.753
```

Results
- total charge = -1
- spin multiplicity = 1
- E_LUMO (eV) = 2.5

Stability ranking, top entry: ii); the second entry is 0.896 eV less favorable.